Record 1
{"formula": "C14H52N6O12", "method": "wB97M-V/def2-TZVPD", "species": ["N", "C", "N", "O", "H", "H", "H", "H", "N", "C", "N", "O", "H", "H", "H", "H", "N", "C", "N", "O", "H", "H", "H", "H", "C", "C", "O", "H", "H", "H", "H", "H", "H", "C", "C", "O", "H", "H", "H", "H", "H", "H", "C", "O", "H", "H", "H", "H", "C", "O", "H", "H", "H", "H", "C", "O", "H", "H", "H", "H", "C", "O", "H", "H", "H", "H", "C", "O", "H", "H", "H", "H", "C", "O", "H", "H", "H", "H", "C", "O", "H", "H", "H", "H"], "positions_angstrom": [[4.483654, -8.504774, -12.522905], [5.300773, -7.540655, -12.926768], [4.724497, -6.649777, -13.684118], [6.622725, -7.545662, -12.542325], [4.937986, -9.327320, -12.043666], [3.743462, -8.943102, -13.054027], [5.129288, -5.678519, -13.852242], [3.780557, -6.765623, -14.085033], [1.631907, -9.574483, -7.966898], [2.988968, -9.709202, -8.028576], [3.654131, -8.927688, -8.877894], [3.583963, -10.523758, -7.123167], [1.140259, -10.396900, -7.551130], [1.026246, -8.883820, -8.506441], [4.681455, -9.139155, -8.973196], [3.258842, -8.348816, -9.669106], [0.466720, -8.059013, -15.982790], [1.732208, -7.757444, -15.866577], [2.462414, -8.325924, -16.767545], [2.258628, -6.934179, -14.886188], [-0.151114, -7.536834, -15.382207], [0.093138, -8.934386, -16.484504], [3.525850, -8.347250, -16.573536], [2.079547, -9.171336, -17.215536], [-3.081116, -5.738792, -12.727124], [-1.989183, -6.741513, -12.392763], [-1.343022, -6.981312, -13.559400], [-3.873515, -6.308728, -13.251425], [-2.738946, -4.854463, -13.358315], [-3.455691, -5.332858, -11.770604], [-2.251735, -7.672838, -11.959659], [-1.235738, -6.318350, -11.763685], [-0.715747, -6.282723, -13.720403], [1.249762, -3.208643, -10.122747], [0.639129, -3.232757, -8.651389], [1.640658, -2.651662, -7.887456], [1.564722, -2.267454, -10.487330], [0.580207, -3.675838, -10.835715], [2.161466, -3.680230, -10.084693], [0.305668, -4.252588, -8.401555], [-0.198610, -2.603154, -8.547707], [2.214693, -2.186162, -8.475650], [-0.773384, -9.298968, -10.141968], [0.140174, -8.300652, -9.606835], [-0.741086, -9.528081, -11.272498], [-1.822033, -9.086491, -10.148437], [-0.676539, -10.247138, -9.582642], [0.788548, -8.113642, -10.272811], [1.383366, -9.938738, -13.350529], [2.657158, -9.905382, -14.023223], [0.995173, -9.009865, -12.855712], [1.281951, -10.758301, -12.606591], [0.594871, -10.127927, -14.065191], [2.642996, -10.526772, -14.769201], [1.794345, -6.420370, -11.880160], [2.479973, -7.513326, -11.363679], [2.460437, -5.771808, -12.420609], [1.149489, -5.862791, -11.199061], [1.165318, -6.841768, -12.617584], [3.295716, -7.667714, -11.934554], [4.991795, -4.713469, -10.307191], [6.247097, -4.944226, -9.557033], [5.059048, -4.822586, -11.338724], [4.477913, -3.828697, -10.017740], [4.240666, -5.427286, -10.161597], [6.009774, -5.069331, -8.644621], [0.154997, -4.048034, -14.532416], [-0.015918, -4.386177, -13.165655], [-0.641497, -3.406172, -14.957386], [0.083949, -4.989414, -15.030409], [1.161801, -3.668791, -14.756832], [0.266924, -3.636766, -12.677278], [2.417431, -5.975542, -7.940463], [3.606051, -6.554466, -7.475615], [1.532140, -6.648666, -7.526135], [2.342084, -5.905941, -9.036046], [2.215616, -5.042465, -7.392657], [3.576725, -7.442638, -7.680447], [3.454514, -3.234441, -12.846498], [3.525654, -2.101305, -13.670540], [4.052477, -3.051488, -11.945643], [3.784056, -4.090786, -13.322193], [2.511286, -3.543716, -12.601477], [2.950020, -1.510102, -13.278515]], "forces_ev_per_a": [[0.28, -4.51, 2.02], [8.45, -0.08, 1.67], [-0.33, 4.22, -1.88], [-6.72, 0.36, -1.78], [-0.15, 1.75, -0.49], [-0.01, 0.58, -1.06], [-0.21, -2.43, 0.38], [0.36, -0.22, 0.17], [-0.90, -0.80, 0.10], [0.42, -3.97, 5.23], [2.50, 0.75, -2.24], [-2.09, 3.45, -4.67], [0.98, 1.39, -0.24], [1.36, -1.34, 0.75], [-1.72, 0.43, 0.40], [0.17, -1.13, 1.29], [-3.33, -1.19, -0.04], [2.37, 3.97, 5.47], [5.23, -2.27, -1.74], [-3.05, -3.32, -4.69], [-0.46, -0.50, 0.16], [0.94, 2.38, 1.13], [-2.58, 0.10, -0.53], [0.56, 0.94, 0.11], [-0.81, 0.28, 0.77], [0.08, 2.32, 0.24], [1.59, -2.14, -3.24], [0.18, 0.67, 0.19], [-0.14, -1.40, 0.81], [-0.33, -0.03, -0.49], [-0.98, -0.75, 0.35], [0.17, 0.55, 1.21], [0.28, 0.53, 0.24], [-2.98, -0.37, 1.27], [1.09, 0.25, -2.96], [0.37, -0.61, 2.18], [-0.45, 1.70, -0.13], [0.04, -0.15, -0.11], [1.95, -1.99, 0.12], [0.76, 0.22, 0.34], [-1.48, 0.66, -0.29], [0.58, 0.42, -0.25], [0.44, -1.19, -1.39], [-2.77, -0.29, -1.08], [1.16, 0.41, 1.54], [-0.63, 1.16, 1.06], [0.31, 0.41, -0.31], [0.87, 0.24, -0.83], [-1.40, -0.54, 0.40], [-0.82, -0.01, 0.27], [1.48, -0.37, -0.55], [0.60, 0.43, -0.30], [-0.20, -0.20, -0.47], [-0.04, 0.25, 0.61], [-0.54, 0.25, -0.60], [0.66, -0.18, 1.21], [0.23, 0.61, 0.05], [0.45, -0.19, 0.50], [-1.13, 0.08, -1.11], [-0.85, -0.23, 1.29], [1.44, -0.48, 2.30], [-1.61, 0.47, -2.07], [1.42, 0.44, -1.83], [0.16, 1.35, 0.15], [-0.93, -1.87, 1.15], [-0.36, -0.19, 0.57], [0.00, -0.05, -0.54], [-0.33, -0.28, -0.62], [0.41, -0.02, 0.49], [0.03, -0.60, -0.75], [-0.30, 0.16, 0.15], [0.23, 0.92, 0.95], [-2.37, -1.57, 1.93], [0.48, 3.72, 0.68], [1.29, 1.11, -1.20], [0.04, 0.21, 0.25], [0.56, -0.01, -0.70], [0.20, -2.95, -0.68], [2.07, 1.59, 0.94], [1.19, -1.71, -1.55], [-0.24, -0.29, -0.14], [1.40, -1.44, -1.36], [-2.92, -0.15, 0.91], [-1.66, 2.30, 0.91]], "mulliken_charge": [-0.262, 0.230, 0.019, -0.742, 0.307, 0.181, 0.271, 0.129, -0.281, 0.527, -0.234, -0.756, 0.221, 0.355, 0.195, 0.138, -0.236, 0.288, -0.457, -0.663, 0.158, 0.277, 0.309, 0.206, -1.177, 0.369, -0.591, 0.368, 0.183, 0.370, 0.362, -0.135, -0.016, -0.472, -0.501, -0.552, 0.808, -0.357, 0.219, 0.202, 0.460, 0.328, -0.663, -0.685, 0.108, 0.405, 0.290, 0.274, -0.499, -0.681, -0.137, 0.377, 0.473, 0.319, 0.018, 0.763, -0.330, 0.397, 0.315, -0.417, -0.697, -0.579, 0.352, 0.365, 0.186, 0.340, -0.317, -0.538, 0.289, -0.026, 0.286, 0.162, -0.200, -0.593, 0.144, -0.143, 0.285, 0.340, -0.002, -0.566, 0.323, 0.161, -0.298, 0.352], "energy_ha": -1795.78554, "de_lowest_kcal_mol": 128.1, "orbital_gap_ev": 7.86, "homo_energy_ev": -8.57, "total_charge": 0, "smiles": "NC(N)=O.NC(N)=O.NC(N)=O.CCO.CCO.CO.CO.CO.CO.CO.CO.CO", "largest_force_ev_per_a": 8.62}

Record 2
{"formula": "C14H56ClN28O14", "method": "wB97M-V/def2-TZVPD", "species": ["Cl", "C", "O", "N", "N", "H", "H", "H", "H", "C", "O", "N", "N", "H", "H", "H", "H", "C", "O", "N", "N", "H", "H", "H", "H", "C", "O", "N", "N", "H", "H", "H", "H", "C", "O", "N", "N", "H", "H", "H", "H", "C", "O", "N", "N", "H", "H", "H", "H", "C", "O", "N", "N", "H", "H", "H", "H", "C", "O", "N", "N", "H", "H", "H", "H", "C", "O", "N", "N", "H", "H", "H", "H", "C", "O", "N", "N", "H", "H", "H", "H", "C", "O", "N", "N", "H", "H", "H", "H", "C", "O", "N", "N", "H", "H", "H", "H", "C", "O", "N", "N", "H", "H", "H", "H", "C", "O", "N", "N", "H", "H", "H", "H"], "positions_angstrom": [[-0.041166, -0.252217, -0.889624], [2.456284, 0.200253, -4.505574], [3.382904, -0.334917, -4.001644], [2.496974, 0.814683, -5.684574], [1.269534, 0.313253, -3.993724], [1.634844, 1.252553, -5.976334], [3.363384, 0.789123, -6.203014], [0.596974, 0.892953, -4.475084], [1.022974, 0.091613, -3.039684], [1.365144, -1.337017, 2.657196], [1.734754, -1.644007, 3.685846], [0.167274, -0.878717, 2.372066], [2.033674, -1.421897, 1.537236], [-0.071676, -0.687567, 1.409546], [-0.399906, -0.725857, 3.193676], [3.000104, -1.680257, 1.676456], [1.552794, -1.310597, 0.656066], [-2.768336, -3.689967, 2.549776], [-2.020326, -4.520847, 3.041696], [-4.057046, -3.574927, 2.778126], [-2.365946, -2.729757, 1.878856], [-4.353506, -4.220667, 3.495926], [-4.522606, -2.694007, 2.612826], [-1.365266, -2.701327, 1.744886], [-3.009896, -2.314337, 1.220946], [3.601924, -3.876137, -3.908234], [3.609934, -3.598027, -5.088814], [4.429644, -4.713007, -3.309214], [2.719574, -3.335407, -3.064854], [4.285524, -5.111687, -2.392484], [5.101984, -5.174557, -3.905054], [2.034134, -2.639597, -3.321984], [2.623114, -3.514417, -2.075534], [-0.506246, -4.813287, -0.808154], [-0.256696, -4.818307, -2.059574], [-0.072226, -4.047207, 0.120506], [-0.898146, -5.860607, -0.176494], [-0.283706, -4.278077, 1.080756], [0.197094, -3.133097, -0.214094], [-0.959406, -6.625097, -0.833694], [-1.585706, -5.751667, 0.555276], [5.042494, -1.664377, -0.708724], [4.730984, -1.939167, 0.480176], [4.452484, -0.807457, -1.383454], [6.054664, -2.155537, -1.392934], [4.563774, -0.735017, -2.384684], [3.568964, -0.337937, -1.245464], [5.989394, -1.724077, -2.303804], [6.766544, -2.832707, -1.158904], [-5.235386, -0.464567, 1.502006], [-4.166296, -0.770827, 1.047466], [-6.319746, -1.258957, 1.484196], [-5.411646, 0.641953, 2.137076], [-7.228796, -0.869027, 1.688386], [-6.215746, -2.131187, 0.985696], [-4.604586, 1.214073, 2.340636], [-6.303616, 0.789003, 2.587486], [-3.485486, -2.027807, -3.280754], [-4.516986, -2.644477, -3.678954], [-2.888596, -1.110997, -3.981174], [-2.887386, -2.171647, -2.109644], [-3.181866, -0.690687, -4.851474], [-2.090676, -0.721607, -3.499714], [-2.076446, -1.710797, -1.722244], [-3.421136, -2.636167, -1.388924], [1.670574, 2.159043, 4.612306], [1.472214, 3.172463, 5.279026], [2.852464, 1.614533, 4.440966], [0.787964, 1.434133, 3.956396], [2.876034, 0.703983, 4.004566], [3.686554, 2.043503, 4.815626], [-0.139916, 1.830863, 3.914646], [1.120354, 0.734483, 3.308236], [-3.736496, 1.826403, -1.834004], [-4.922476, 1.800713, -1.966424], [-3.217866, 1.637913, -0.687514], [-2.818646, 2.056963, -2.658474], [-2.253696, 1.455103, -0.448644], [-4.001556, 1.336183, -0.126374], [-3.107776, 2.062263, -3.626184], [-1.842896, 2.096153, -2.400674], [3.859334, 2.330483, 0.429966], [4.265784, 3.410813, 0.179686], [2.851804, 1.779863, -0.040154], [4.373314, 1.499193, 1.344206], [2.327894, 2.424393, -0.614784], [2.635634, 0.868803, 0.338436], [4.320564, 0.535963, 1.045056], [5.181174, 1.860993, 1.830576], [-2.195466, 1.494753, 4.429996], [-2.098346, 0.292683, 4.705686], [-2.262436, 1.914863, 3.225596], [-2.337146, 2.480823, 5.282856], [-2.505536, 2.864003, 2.980396], [-2.074066, 1.288733, 2.455806], [-2.461076, 3.423473, 4.942046], [-2.496226, 2.367103, 6.273746], [0.023944, 4.825613, 1.319466], [-0.355436, 4.226243, 0.352096], [1.210334, 5.395693, 1.486876], [-0.709056, 5.008683, 2.351526], [1.851224, 5.497333, 0.712906], [1.630734, 5.821593, 2.300496], [-1.551886, 4.465443, 2.472476], [-0.392616, 5.512363, 3.167776], [0.432284, 3.943753, -3.156894], [0.867004, 3.618183, -4.203014], [0.492544, 3.242193, -2.072614], [-0.112126, 5.081173, -2.879814], [0.134364, 3.575503, -1.189034], [0.775494, 2.274253, -2.128594], [-0.274626, 5.269113, -1.900844], [-0.109866, 5.855853, -3.527854]], "forces_ev_per_a": [[-0.05, 0.02, -0.07], [-0.22, 1.22, -1.38], [3.33, -1.89, 1.89], [0.55, 0.64, -2.03], [-4.21, 0.18, 1.98], [0.87, 0.19, -0.61], [-0.55, 0.18, -0.08], [0.09, -0.09, 0.37], [0.26, -0.32, 0.11], [-2.53, 0.87, -6.24], [3.32, -1.87, 8.64], [-3.61, 1.04, 0.90], [3.33, -0.40, -2.07], [-0.55, 0.40, 0.17], [-0.79, -0.02, -0.44], [0.10, -0.31, -1.14], [0.63, -0.01, -0.20], [0.11, -2.94, 3.27], [0.37, -1.66, 0.46], [-3.70, -1.72, 1.28], [3.65, 5.14, -4.98], [-0.60, 0.39, -0.14], [0.08, -0.33, 0.40], [-0.32, 0.47, -0.36], [0.49, 0.72, 0.08], [-1.84, 1.38, -0.34], [0.61, -0.08, -1.01], [2.67, -2.34, 0.64], [-1.95, 1.39, 1.81], [-0.15, 0.32, -0.29], [-0.26, 0.04, 0.16], [0.39, -0.27, -0.78], [0.52, -0.52, -0.24], [2.61, -0.65, -5.66], [-0.81, 0.91, 2.82], [1.80, 5.88, 1.28], [-3.19, -6.22, 0.45], [0.39, 0.39, -0.08], [0.07, 0.44, 0.79], [-0.79, -0.38, 0.46], [0.09, -0.45, 0.05], [0.95, -3.59, 6.55], [0.58, -0.08, -0.74], [-4.71, 6.03, -4.99], [2.14, -1.00, -1.87], [0.16, -0.05, -0.20], [0.06, -0.47, 1.09], [1.35, -1.01, -0.23], [-0.64, 0.30, 0.24], [-0.22, -1.71, -0.51], [1.88, -0.94, -1.16], [-0.92, -1.23, -0.22], [-0.94, 3.74, 2.01], [0.16, -0.46, -0.26], [-0.41, 0.26, -0.09], [-0.32, -0.05, 0.09], [0.53, 0.46, 0.11], [-3.92, -2.06, -1.17], [1.86, 0.94, 1.19], [2.39, 2.89, -2.06], [-0.15, -1.75, 3.46], [-0.19, -0.65, 0.35], [-0.04, 0.45, -0.62], [0.07, 0.41, -0.64], [0.05, -0.20, -0.39], [0.33, 1.18, 0.83], [-0.55, 0.43, -0.03], [3.27, -0.82, 0.14], [-2.53, 0.11, -0.58], [0.65, 0.18, 0.23], [-0.35, -0.28, -0.08], [0.48, -0.51, -0.38], [-0.79, 0.44, 0.08], [-1.22, -0.13, 1.03], [-3.53, 0.02, -1.52], [0.32, -0.97, 7.01], [3.66, 1.50, -7.08], [-0.24, -0.33, -0.22], [0.88, -0.30, 1.02], [0.56, 0.27, 0.01], [-0.22, -0.05, -0.26], [3.44, -0.01, 3.02], [1.40, 4.29, -0.80], [-5.97, -1.95, -3.96], [2.27, -0.90, 2.23], [-0.79, -0.99, -0.29], [-1.33, 0.40, -0.51], [0.74, -0.31, 0.75], [0.14, -0.61, -0.26], [-0.77, -4.21, 3.01], [0.26, 0.86, 0.13], [-0.18, 1.54, -6.29], [-0.48, 2.67, 2.98], [0.13, -0.43, 0.06], [-0.04, -0.05, 0.11], [0.15, -0.27, 0.24], [0.28, -0.42, -0.36], [2.04, 0.43, -0.42], [-0.68, -1.09, -2.23], [3.52, 1.35, -1.35], [-4.04, 0.38, 4.72], [-0.28, -0.54, -0.22], [-0.86, -0.42, 0.28], [0.36, 0.32, -0.32], [0.04, -0.27, -0.23], [0.53, -0.03, 0.56], [1.27, -1.40, -4.53], [0.55, -4.10, 3.28], [-2.28, 5.18, 0.50], [0.04, -0.21, 0.12], [-0.01, 0.09, -0.02], [-0.21, 0.39, -0.33], [0.07, -0.37, 0.12]], "mulliken_charge": [-0.345, 0.495, -0.615, -0.416, 0.061, 0.130, 0.247, 0.148, -0.320, 0.261, -0.657, 1.312, 0.313, -1.027, 0.030, 0.142, -0.579, 0.516, -0.749, -0.349, 0.680, 0.239, 0.103, -0.401, 0.128, 0.661, -0.695, -0.375, -0.039, 0.191, 0.220, -0.042, 0.033, 0.588, -0.692, -0.261, -0.481, 0.264, 0.144, 0.257, 0.182, 0.627, -0.786, 0.069, -0.346, 0.410, -0.154, 0.134, 0.196, 0.668, -0.566, -0.460, -0.362, 0.149, 0.267, 0.131, 0.165, 0.627, -0.790, -0.192, 0.047, 0.194, 0.048, -0.089, 0.022, 0.601, -0.770, -0.271, 0.122, 0.130, 0.207, 0.159, 0.083, 0.554, -0.787, -0.059, -0.182, 0.013, -0.005, 0.223, 0.031, 0.515, -0.737, 0.413, -0.268, 0.109, -0.213, 0.034, 0.233, 0.252, -0.682, -0.129, -0.223, 0.183, -0.137, 0.127, 0.239, 0.687, -0.788, -0.362, -0.416, 0.214, 0.161, 0.126, 0.176, 0.686, -0.712, -0.184, -0.328, 0.476, -0.139, 0.105, 0.225], "energy_ha": -3614.22839, "orbital_gap_ev": 8.48, "homo_energy_ev": -7.02, "total_charge": -1, "largest_force_ev_per_a": 9.45}